[1]
Molecular formula: C36H102AsF9N12O22
Method: DFT, ωB97M-V/def2-TZVPD

## Properties
frontier orbital gap: 7.11 eV
net charge: +2

Each line ends with the Mulliken charge.
Cartesian coordinates (Å):
C -3.373 4.152 -0.766  -1.088
C -4.909 4.239 -0.902  0.067
C -5.289 4.878 -2.261  -0.514
O -6.660 5.240 -2.386  -0.391
C -7.066 6.384 -1.723  -0.761
N -5.491 2.762 -0.874  0.358
H -6.484 2.925 -0.797  0.440
H -5.281 2.123 -1.627  -0.148
H -5.256 2.265 -0.027  0.154
H -3.035 5.188 -0.730  0.432
H -2.913 3.678 -1.632  -0.026
H -3.034 3.565 0.088  0.382
H -5.474 4.720 -0.103  0.499
H -5.048 4.092 -2.976  0.278
H -4.660 5.734 -2.506  0.440
H -6.853 7.258 -2.339  0.305
H -6.605 6.627 -0.765  0.302
H -8.132 6.544 -1.562  0.321
C -1.989 0.609 0.030  -0.201
C -0.707 0.905 -0.729  0.611
C 0.529 0.422 0.021  0.040
O 0.573 0.760 1.352  0.588
C 1.780 0.480 1.999  -0.793
N -0.876 0.423 -2.169  1.684
H -1.700 0.783 -2.630  -0.028
H -0.022 0.652 -2.656  0.415
H -0.828 -0.586 -2.170  -0.803
H -2.914 0.596 -0.547  0.366
H -2.256 1.224 0.890  0.061
H -1.929 -0.370 0.505  -0.433
H -0.537 1.968 -0.901  -0.414
H 1.402 0.712 -0.564  0.103
H 0.436 -0.663 -0.030  -0.511
H 2.346 -0.376 1.633  0.272
H 1.551 0.352 3.057  0.047
H 2.381 1.390 2.001  0.150
C 2.801 -3.737 -0.865  -1.646
C 3.212 -4.146 -2.228  0.576
C 3.059 -5.670 -2.606  -0.808
O 3.673 -6.047 -3.791  -0.376
C 4.992 -5.723 -4.132  -0.630
N 2.545 -3.345 -3.297  0.546
H 2.978 -2.433 -3.309  0.226
H 2.496 -3.651 -4.258  0.546
H 1.586 -3.087 -3.113  -0.657
H 3.674 -3.726 -0.212  0.584
H 2.045 -4.334 -0.355  0.330
H 2.444 -2.719 -0.704  0.175
H 4.230 -3.767 -2.316  0.517
H 2.031 -6.019 -2.512  0.191
H 3.552 -6.210 -1.798  0.431
H 5.321 -6.166 -5.072  0.241
H 5.612 -6.170 -3.355  0.322
H 5.129 -4.642 -4.156  0.260
C -1.010 -0.443 -5.913  -0.775
C -1.828 -1.760 -6.182  0.046
C -0.979 -2.980 -6.692  -0.675
O -1.813 -4.092 -6.948  -0.356
C -1.017 -5.261 -6.907  -0.545
N -2.474 -2.248 -4.804  0.550
H -1.797 -2.342 -4.060  -0.636
H -3.221 -1.699 -4.404  0.331
H -2.945 -3.131 -4.938  0.474
H -1.795 0.291 -5.728  0.326
H -0.361 -0.140 -6.734  0.459
H -0.469 -0.608 -4.981  -0.167
H -2.647 -1.692 -6.897  0.529
H -0.149 -3.059 -5.990  0.154
H -0.605 -2.707 -7.678  0.538
H -1.726 -6.077 -7.050  0.251
H -0.587 -5.340 -5.909  0.116
H -0.260 -5.313 -7.689  0.326
C -1.042 0.336 5.151  -1.329
C -1.872 -0.056 3.920  0.601
C -1.207 -1.384 3.374  -0.530
O -1.138 -2.394 4.332  -0.481
C -0.677 -3.655 3.775  -0.302
N -3.308 -0.284 4.346  0.160
H -3.709 0.580 4.684  0.465
H -3.801 -0.451 3.480  -0.004
H -3.405 -1.050 4.996  0.361
H -0.885 -0.437 5.904  0.151
H -1.466 1.184 5.689  0.533
H -0.035 0.709 4.964  0.138
H -1.913 0.794 3.240  -0.132
H -0.206 -1.141 3.018  0.362
H -1.868 -1.762 2.594  0.470
H 0.110 -3.536 3.031  0.194
H -1.533 -4.192 3.365  0.396
H -0.311 -4.200 4.645  -0.141
C -0.806 -4.192 8.093  -1.438
C 0.521 -4.177 7.393  0.021
C 0.919 -2.668 7.022  0.465
O 2.247 -2.544 6.475  -0.492
C 2.670 -1.182 6.257  -0.574
N 1.584 -4.685 8.394  -0.274
H 2.526 -4.609 8.036  0.320
H 1.655 -4.242 9.299  0.336
H 1.369 -5.672 8.409  0.384
H -1.672 -4.115 7.436  0.302
H -0.835 -3.336 8.768  0.402
H -0.902 -4.988 8.832  0.437
H 0.545 -4.969 6.645  0.485
H 0.844 -2.052 7.918  0.579
H 0.353 -2.280 6.174  -0.730
H 2.905 -0.576 7.132  0.384
H 1.948 -0.614 5.670  0.029
H 3.529 -1.182 5.586  0.371
C 5.358 0.242 1.187  -0.759
C 6.030 1.500 0.771  0.210
C 5.392 2.243 -0.425  -0.885
O 4.041 2.558 -0.050  0.135
C 3.397 3.396 -1.003  -0.981
N 6.017 2.406 2.078  0.038
H 6.036 3.401 1.908  0.386
H 5.169 2.217 2.593  -0.006
H 6.728 2.080 2.717  0.419
H 4.442 0.450 1.740  -0.084
H 5.996 -0.389 1.806  0.415
H 4.992 -0.392 0.379  0.201
H 7.061 1.179 0.624  0.391
H 5.357 1.541 -1.258  0.313
H 6.074 3.064 -0.644  0.419
H 3.507 3.188 -2.067  0.387
H 3.932 4.345 -0.994  0.463
H 2.337 3.577 -0.822  0.096
C 1.686 6.854 -0.878  -1.146
C 1.092 6.871 0.546  0.066
C 0.990 5.515 1.256  0.128
O 0.904 5.699 2.706  -0.566
C 0.899 4.485 3.436  -0.533
N 1.900 7.843 1.376  -0.124
H 1.714 7.787 2.367  0.340
H 2.873 7.920 1.119  0.335
H 1.361 8.643 1.074  0.423
H 1.605 7.837 -1.342  0.481
H 1.278 6.124 -1.577  -0.050
H 2.728 6.542 -0.940  0.395
H 0.074 7.259 0.581  0.366
H 1.893 4.963 0.996  -0.192
H 0.180 4.856 0.945  0.295
H 1.092 4.674 4.492  0.386
H 1.653 3.752 3.147  0.049
H -0.031 3.917 3.413  0.294
N -5.664 -0.109 1.802  0.935
O -6.512 -0.832 2.361  -0.624
O -4.544 -0.553 1.645  -0.674
O -5.949 1.026 1.488  -0.717
N 3.106 -0.041 -3.082  0.630
O 3.654 -0.516 -2.109  -0.527
O 3.670 0.782 -3.761  -0.712
O 1.993 -0.346 -3.479  -0.464
N 3.702 2.528 5.111  0.917
O 3.246 1.972 6.106  -0.617
O 3.782 3.758 5.003  -0.681
O 4.098 1.804 4.173  -0.729
N -4.677 0.572 -3.515  1.050
O -3.835 0.642 -2.613  -0.565
O -4.416 -0.106 -4.529  -0.817
O -5.768 1.101 -3.328  -0.766
As -0.703 4.554 -3.791  1.920
F 0.390 6.031 -3.656  -0.538
F -1.159 4.895 -5.497  -0.481
F -1.589 2.964 -3.878  -0.453
F -0.266 4.141 -2.090  -0.406
F -2.181 5.459 -3.284  -0.468
F 0.735 3.730 -4.349  -0.485
C -0.840 -3.733 -1.829  0.391
O -1.905 -4.395 -2.558  -0.277
O -0.510 -2.570 -2.487  -0.111
C -1.258 -3.615 -0.316  0.600
F -0.286 -2.934 0.341  -0.019
F -2.372 -2.892 -0.136  -0.293
F -1.494 -4.855 0.274  -0.369
C -1.729 -5.837 -2.772  -0.129
C -2.926 -6.396 -3.599  -1.333
H -2.883 -7.485 -3.611  0.428
H -3.921 -6.174 -3.214  0.341
H -2.834 -6.131 -4.652  0.167
H -1.551 -6.402 -1.857  0.383
H -0.859 -6.190 -3.326  0.134
H -0.011 -4.437 -1.910  -0.637

=====

[2]
Molecular formula: C36H102F15N10O16P2
Method: DFT, ωB97M-V/def2-TZVPD

## Properties
frontier orbital gap: 5.81 eV
net charge: +3

Each line ends with the Mulliken charge.
Cartesian coordinates (Å):
C -0.301 -4.311 1.781  -0.487
C -0.350 -5.806 1.678  0.993
C -1.394 -6.402 2.657  -1.117
O -1.485 -7.783 2.324  -0.286
C -2.151 -8.894 2.862  -0.731
N -0.443 -6.201 0.292  -0.325
H -0.763 -7.146 0.193  0.253
H -1.015 -5.651 -0.308  -0.081
H 1.879 -6.179 0.434  0.256
H 0.704 -3.918 1.685  -0.241
H -0.733 -4.007 2.768  0.318
H -0.933 -3.754 1.072  0.231
H 0.615 -6.160 2.175  0.192
H -2.390 -5.936 2.479  0.295
H -1.143 -6.226 3.731  0.416
H -3.268 -8.864 2.628  0.259
H -2.012 -9.067 3.948  0.269
H -1.726 -9.722 2.288  0.256
C -4.452 9.690 -1.340  -1.429
C -3.811 8.644 -0.499  0.127
C -2.636 7.782 -1.120  -0.748
O -2.296 6.862 -0.069  -0.069
C -1.019 6.377 -0.285  -0.208
N -3.181 9.191 0.799  -0.222
H -2.861 8.335 1.262  0.240
H -2.436 9.858 0.614  0.362
H -3.896 9.638 1.374  0.383
H -3.894 10.605 -1.531  0.381
H -5.422 9.959 -0.888  0.403
H -4.768 9.335 -2.308  0.386
H -4.472 7.905 -0.056  0.301
H -1.745 8.399 -1.395  0.482
H -2.870 7.194 -2.042  0.392
H -1.020 5.455 0.292  -0.480
H -0.270 7.069 0.083  0.365
H -0.776 6.109 -1.332  0.342
C -1.416 -3.488 -5.002  -1.248
C -2.330 -3.955 -3.893  0.443
C -1.823 -5.096 -3.072  -1.010
O -0.859 -4.684 -2.146  -0.055
C 0.516 -4.599 -2.581  -0.267
N -2.594 -2.766 -2.979  -0.434
H -3.207 -2.927 -2.176  0.141
H -0.748 -1.196 -2.453  -0.067
H -2.978 -2.036 -3.576  0.207
H -1.136 -4.211 -5.778  0.441
H -0.434 -3.094 -4.670  0.090
H -1.848 -2.615 -5.551  0.325
H -3.265 -4.256 -4.373  0.247
H -1.491 -5.880 -3.751  0.486
H -2.641 -5.538 -2.473  0.301
H 0.871 -3.575 -2.613  0.007
H 0.680 -5.180 -3.502  0.401
H 1.138 -5.107 -1.833  -0.100
C 3.027 -1.698 1.324  -2.610
C 2.300 -0.365 1.433  2.533
C 0.873 -0.483 1.344  -0.395
O 0.199 0.791 1.475  0.919
C 0.024 1.446 0.212  0.576
N 2.750 0.359 2.639  -0.090
H 2.609 1.369 2.447  0.528
H 2.304 0.109 3.506  0.474
H 3.782 0.388 2.768  0.524
H 2.962 -2.201 0.350  0.600
H 2.801 -2.495 2.031  0.295
H 4.093 -1.523 1.375  0.301
H 2.690 0.197 0.594  -1.235
H 0.446 -1.127 2.094  -0.333
H 0.682 -0.919 0.351  -0.006
H -0.970 1.188 -0.182  0.364
H 0.797 1.215 -0.510  -0.397
H 0.011 2.523 0.338  -0.767
C -3.039 4.390 1.938  -1.584
C -2.920 3.389 3.055  0.308
C -1.440 2.827 3.012  1.226
O -0.812 3.001 4.249  -0.612
C -0.329 1.813 4.866  -0.692
N -2.919 4.078 4.425  -0.284
H -2.283 4.862 4.420  0.371
H -3.848 4.402 4.729  0.325
H -2.501 3.386 5.065  0.276
H -2.561 4.016 1.031  0.108
H -2.522 5.306 2.225  0.470
H -4.033 4.751 1.729  0.571
H -3.798 2.735 3.080  0.227
H -0.869 3.376 2.256  -0.169
H -1.503 1.778 2.713  -0.487
H -0.190 2.144 5.876  0.334
H 0.613 1.495 4.512  0.150
H -1.063 0.997 4.785  0.357
C -7.901 0.763 1.463  -1.457
C -6.800 -0.005 0.819  0.172
C -5.556 0.036 1.589  -0.168
O -4.478 -0.429 0.780  -0.307
C -3.328 -0.699 1.586  -0.567
N -7.132 -1.449 0.545  -0.238
H -6.204 -1.909 0.372  0.299
H -7.531 -1.942 1.364  0.390
H -7.666 -1.595 -0.322  0.392
H -8.048 0.410 2.478  0.406
H -8.824 0.642 0.911  0.432
H -7.718 1.836 1.582  0.372
H -6.571 0.333 -0.201  0.257
H -5.694 -0.548 2.546  0.409
H -5.410 1.129 1.832  -0.080
H -2.521 -0.735 0.850  0.008
H -3.330 -1.711 2.033  0.429
H -3.104 0.039 2.361  0.235
C -1.738 2.889 -3.287  -1.022
C -1.213 2.944 -4.676  -0.086
C -0.315 1.769 -5.069  0.086
O -0.172 1.844 -6.444  -0.592
C 0.789 0.787 -6.782  -0.520
N -2.226 2.976 -5.757  -0.165
H -3.017 2.369 -5.538  0.360
H -2.562 3.922 -5.913  0.366
H -1.852 2.589 -6.661  0.374
H -2.500 3.643 -3.032  0.448
H -0.807 3.013 -2.687  0.007
H -2.126 1.859 -3.067  0.246
H -0.714 3.906 -4.785  0.342
H -0.889 0.848 -4.844  0.102
H 0.659 1.811 -4.545  0.221
H 0.886 0.758 -7.858  0.378
H 0.485 -0.185 -6.395  0.145
H 1.749 1.082 -6.346  0.276
C 5.571 3.791 -0.849  -1.045
C 5.267 2.292 -1.408  -0.067
C 5.282 1.240 -0.268  -0.449
O 4.791 -0.035 -0.693  -0.057
C 5.831 -0.997 -0.662  -0.972
N 3.850 1.974 -1.879  0.274
H 3.720 0.942 -1.919  0.372
H 3.194 2.481 -1.266  -0.471
H 3.581 2.468 -2.748  0.442
H 6.037 3.705 0.125  0.282
H 4.627 4.304 -0.675  0.223
H 6.199 4.386 -1.511  0.340
H 5.905 2.029 -2.280  0.529
H 4.615 1.507 0.556  -0.212
H 6.254 1.102 0.203  0.958
H 5.435 -1.904 -1.107  0.060
H 6.164 -1.221 0.367  0.330
H 6.660 -0.663 -1.281  0.490
P 5.920 1.508 3.393  1.418
F 7.145 1.691 2.403  -0.384
F 5.012 2.412 2.344  -0.337
F 5.405 0.159 2.413  -0.529
F 4.573 1.189 4.212  -0.346
F 6.707 0.467 4.298  -0.373
F 6.257 2.763 4.198  -0.357
P 0.884 -1.602 5.183  1.262
F 2.046 -2.010 6.126  -0.402
F 0.220 -3.037 5.174  -0.397
F -0.091 -1.043 6.333  -0.405
F -0.263 -1.087 4.113  -0.380
F 1.579 -0.130 5.007  -0.577
F 1.798 -2.002 3.900  -0.376
C 3.673 -5.333 -0.079  -0.089
O 3.974 -6.468 -0.807  -0.444
O 2.487 -5.466 0.665  -0.433
C 4.798 -5.027 1.006  0.767
F 5.732 -4.243 0.429  -0.264
F 4.465 -4.356 2.074  -0.194
F 5.321 -6.126 1.484  -0.319
C 4.977 -6.475 -1.800  -0.199
C 5.131 -8.001 -2.007  -1.207
H 4.140 -8.308 -2.283  0.294
H 5.779 -8.241 -2.863  0.394
H 5.406 -8.524 -1.077  0.314
H 5.878 -5.961 -1.468  0.322
H 4.626 -6.050 -2.737  0.257
H 3.795 -4.374 -0.548  0.405
N 1.783 3.836 0.177  1.056
O 2.623 3.066 0.684  -0.572
O 1.686 3.778 -1.125  -0.827
O 1.092 4.635 0.812  -0.644
N 0.715 -0.435 -3.195  0.405
O 0.437 -0.925 -4.291  -0.445
O 1.726 0.243 -2.990  -0.511
O -0.104 -0.609 -2.147  0.575

=====

no.,HOMO level (eV),energy (hartree)
1,-11.6,-6878.6324
2,-12.8,-5363.9743